Record 1
Molecular formula: C3H4S2
Method: DFT, the ωB97M-V functional and the def2-TZVPD basis

Output
Total energy in eV: -24841.6620
SMILES: C1=CS1.C=S
HOMO level in eV: -7.65
Molar mass in g/mol: 104.2
HOMO-LUMO gap in Eh: 0.24720
ΔE to the lowest compared entry with this formula, charge and spin in kcal per mole: 91.8

The geometry in XYZ format:
```
9
C3H4S2, DFT the ωB97M-V functional and the def2-TZVPD basis
C 0.487 -1.200 -1.622
S 0.423 -2.226 -0.396
S -0.396 2.494 0.873
C -0.015 0.678 0.747
H 1.031 -0.249 -1.655
H -0.061 -1.392 -2.449
H 0.434 0.072 0.039
H -1.166 0.851 2.693
C -0.737 0.972 1.770
```

---

Record 2
Molecular formula: C3H4S2
Method: DFT, the ωB97M-V functional and the def2-TZVPD basis

Output
Total energy in eV: -24844.5323
SMILES: S=C[C@H]1CS1
HOMO level in eV: -8.84
Molar mass in g/mol: 104.2
HOMO-LUMO gap in Eh: 0.30912
ΔE to the lowest compared entry with this formula, charge and spin in kcal per mole: 25.6

The geometry in XYZ format:
```
9
C3H4S2, DFT the ωB97M-V functional and the def2-TZVPD basis
C 0.436 0.243 -0.133
H 0.994 0.315 -1.032
C -0.893 0.842 -0.405
H -0.933 0.972 -1.497
H -0.091 -1.205 1.515
H -1.766 0.319 -0.055
C 0.600 -0.975 0.645
S 1.492 -2.287 0.310
S 0.162 1.775 0.653
```

---

Record 3
Molecular formula: C3H4S3
Method: DFT, the ωB97M-V functional and the def2-TZVPD basis

Output
Total energy in eV: -35678.7066
SMILES: S=CCSC=S
HOMO level in eV: -9.04
Molar mass in g/mol: 136.3
HOMO-LUMO gap in Eh: 0.28290
ΔE to the lowest compared entry with this formula, charge and spin in kcal per mole: 63.9

The geometry in XYZ format:
```
10
C3H4S3, DFT the ωB97M-V functional and the def2-TZVPD basis
H 0.918 -0.789 0.649
S 1.516 1.698 1.209
S -2.717 -1.544 -0.160
H 0.473 -2.071 -0.622
H -0.999 -0.016 1.240
H 0.714 2.593 -1.062
C 0.160 -1.109 -0.059
C 0.856 1.761 -0.317
C -1.269 -0.915 0.526
S 0.349 0.392 -1.404
```

---

Record 4
Molecular formula: C3H4S3
Method: DFT, the ωB97M-V functional and the def2-TZVPD basis

Output
Total energy in eV: -35678.0279
HOMO level in eV: -8.42
Molar mass in g/mol: 136.3
HOMO-LUMO gap in Eh: 0.28848
ΔE to the lowest compared entry with this formula, charge and spin in kcal per mole: 79.5

The geometry in XYZ format:
```
10
C3H4S3, DFT the ωB97M-V functional and the def2-TZVPD basis
H -0.488 -2.613 2.554
S 0.546 -1.250 -0.247
S 0.131 -1.351 2.652
H -1.562 0.968 -1.752
H 1.379 1.056 -0.613
H 0.800 0.180 -2.196
C 0.536 0.412 -1.113
C 0.641 -0.618 1.314
C -0.821 1.173 -0.921
S -1.162 2.045 0.322
```

---

Record 5
Molecular formula: C3H4S3
Method: DFT, the ωB97M-V functional and the def2-TZVPD basis

Output
Total energy in eV: -35679.1299
SMILES: CSC(=S)C=S
HOMO level in eV: -9.06
Molar mass in g/mol: 136.3
HOMO-LUMO gap in Eh: 0.26193
ΔE to the lowest compared entry with this formula, charge and spin in kcal per mole: 54.1

The geometry in XYZ format:
```
10
C3H4S3, DFT the ωB97M-V functional and the def2-TZVPD basis
S -1.238 1.641 -0.060
H -2.780 -0.934 1.232
S 2.701 -0.300 -0.032
S -0.588 -1.279 -0.037
C -2.423 -1.100 0.094
H 1.506 1.811 0.565
H -2.811 -2.183 -0.369
H -2.697 -0.095 -0.538
C -0.144 0.425 -0.049
C 1.363 0.746 0.152
```

---

Record 6
Molecular formula: C3H5AgLiO4
Method: DFT, the ωB97M-V functional and the def2-TZVPD basis

Output
Total energy in eV: -15583.3597
Multiplicity: 2
HOMO level (alpha / beta) in eV: -7.69 / -6.81
Molar mass in g/mol: 219.9
HOMO-LUMO gap (alpha / beta) in Eh: 0.20103 / 0.16846
ΔE to the lowest compared entry with this formula, charge and spin in kcal per mole: 9.1

The geometry in XYZ format:
```
14
C3H5AgLiO4, DFT the ωB97M-V functional and the def2-TZVPD basis
H -1.543 -1.871 0.965
O 3.344 -0.110 -2.687
H -1.693 1.018 -0.099
C 1.007 0.752 -0.482
H -1.978 -0.424 1.920
Ag 1.867 -0.300 1.973
O 0.103 0.093 0.329
O 0.618 1.597 -1.285
Li 3.721 0.795 -1.071
H -3.043 -0.976 0.604
C -1.995 -0.871 0.916
H -1.306 -0.409 -1.089
O 2.165 0.700 0.079
C -1.266 0.006 -0.073
```

---

Record 7
Molecular formula: C3H5BeNO3
Method: DFT, the ωB97M-V functional and the def2-TZVPD basis

Output
Total energy in eV: -11201.6081
HOMO level in eV: -19.69
Total charge: +2
Molar mass in g/mol: 112.1
HOMO-LUMO gap in Eh: 0.21714

The geometry in XYZ format:
```
13
C3H5BeNO3, DFT the ωB97M-V functional and the def2-TZVPD basis
C 0.903 0.421 -0.641
O -2.497 0.766 0.449
N -0.255 0.975 0.011
C -1.490 0.305 -0.149
C 1.529 -0.637 0.270
H -1.024 -1.559 -0.573
H 1.369 -0.490 1.396
Be -1.475 0.070 1.649
O 2.152 -1.558 -0.104
H -0.030 1.249 0.976
O -1.504 -0.770 -0.878
H 0.696 0.013 -1.618
H 1.625 1.216 -0.787
```

---

Record 8
Molecular formula: C3H5BrS
Method: DFT, the ωB97M-V functional and the def2-TZVPD basis

Output
Total energy in eV: -84067.5560
SMILES: C/C(Br)=C\S
HOMO level in eV: -9.38
Molar mass in g/mol: 153.0
HOMO-LUMO gap in Eh: 0.34085
ΔE to the lowest compared entry with this formula, charge and spin in kcal per mole: 39.7

The geometry in XYZ format:
```
10
C3H5BrS, DFT the ωB97M-V functional and the def2-TZVPD basis
C 0.608 0.281 -0.263
Br 2.487 0.578 -0.432
H -1.686 -2.116 0.078
H 0.450 -0.984 -2.007
H 0.495 1.986 0.934
S -1.918 -1.601 -1.104
C -0.070 -0.553 -1.045
C 0.153 0.934 1.007
H -0.871 1.079 0.882
H 0.352 0.396 1.950
```

---

Record 9
Molecular formula: C3H5BrSi
Method: DFT, the ωB97M-V functional and the def2-TZVPD basis

Output
Total energy in eV: -81106.3381
HOMO level (alpha / beta) in eV: -8.24 / -7.28
Molar mass in g/mol: 149.1
HOMO-LUMO gap (alpha / beta) in Eh: 0.28436 / 0.23043
ΔE to the lowest compared entry with this formula, charge and spin in kcal per mole: 115.4

The geometry in XYZ format:
```
10
C3H5BrSi, DFT the ωB97M-V functional and the def2-TZVPD basis
C 0.249 0.629 2.599
H 0.186 -1.062 -3.019
H 0.445 0.293 3.571
H -1.075 -2.019 -1.099
C 0.112 0.972 1.443
H 0.578 1.864 -0.446
Br -1.948 1.671 -0.385
H 1.419 -2.112 -1.152
Si 0.176 -1.579 -1.669
C -0.142 1.344 0.156
```

---

Record 10
Molecular formula: C3H5BrSi
Method: DFT, the ωB97M-V functional and the def2-TZVPD basis

Output
Total energy in eV: -81106.6712
HOMO level in eV: -9.46
Molar mass in g/mol: 149.1
HOMO-LUMO gap in Eh: 0.32832
ΔE to the lowest compared entry with this formula, charge and spin in kcal per mole: 107.7

The geometry in XYZ format:
```
10
C3H5BrSi, DFT the ωB97M-V functional and the def2-TZVPD basis
H 0.602 1.853 -1.215
H -1.695 0.628 -0.947
Si 0.878 0.378 -1.168
Br -0.760 -2.359 -0.524
C -0.523 -0.402 -0.130
H -0.223 0.095 3.560
H 0.527 -0.011 -2.463
C -0.466 -0.069 1.260
H 2.153 -0.109 -0.857
C -0.493 -0.004 2.483
```

---

Record 11
Molecular formula: C3H5Cl2N
Method: DFT, the ωB97M-V functional and the def2-TZVPD basis

Output
Total energy in eV: -29722.9398
HOMO level in eV: -9.08
Molar mass in g/mol: 126.0
HOMO-LUMO gap in Eh: 0.33466
ΔE to the lowest compared entry with this formula, charge and spin in kcal per mole: 84.7

The geometry in XYZ format:
```
11
C3H5Cl2N, DFT the ωB97M-V functional and the def2-TZVPD basis
H -0.762 0.085 -1.748
C 0.785 -1.617 0.850
C -0.315 -0.962 0.909
N -0.208 0.924 -1.638
Cl 1.312 1.848 0.256
Cl -1.435 2.004 0.679
H 0.847 -2.582 1.212
C -0.165 1.067 -0.251
H -0.570 1.832 -2.081
H 1.663 -1.464 0.267
H -1.153 -1.135 1.544
```

---

Record 12
Molecular formula: C3H5Cl2N
Method: DFT, the ωB97M-V functional and the def2-TZVPD basis

Output
Total energy in eV: -29725.6324
SMILES: ClC(Cl)[C@H]1CN1
HOMO level in eV: -9.80
Molar mass in g/mol: 126.0
HOMO-LUMO gap in Eh: 0.38877
ΔE to the lowest compared entry with this formula, charge and spin in kcal per mole: 22.6

The geometry in XYZ format:
```
11
C3H5Cl2N, DFT the ωB97M-V functional and the def2-TZVPD basis
H 0.274 1.943 0.792
N -0.521 -1.071 -0.651
H 0.820 -1.391 0.934
Cl -0.465 0.231 2.337
Cl -1.918 1.763 0.238
C -0.400 1.092 0.669
H -0.652 -1.188 -1.704
C 0.844 -1.047 -0.118
H 1.625 -1.381 -0.831
H 0.313 0.832 -1.260
C 0.081 0.217 -0.405
```

---

Record 13
Molecular formula: C3H5Cl2NO2
Method: DFT, the ωB97M-V functional and the def2-TZVPD basis

Output
Total energy in eV: -33816.8161
SMILES: C=[N+]([O-])O.C=C(Cl)Cl
HOMO level in eV: -9.15
Molar mass in g/mol: 158.0
HOMO-LUMO gap in Eh: 0.35973
ΔE to the lowest compared entry with this formula, charge and spin in kcal per mole: 122.2

The geometry in XYZ format:
```
13
C3H5Cl2NO2, DFT the ωB97M-V functional and the def2-TZVPD basis
H 0.051 -0.418 2.227
H 1.167 2.228 -1.049
C 1.148 1.227 -1.271
O -1.171 -2.055 0.461
C -0.644 -0.104 1.392
C 1.625 0.206 -0.515
N -1.259 -0.841 0.588
H 0.780 1.204 -2.240
Cl 2.536 0.463 0.895
H -0.886 0.919 1.384
O -2.140 -0.246 -0.380
Cl 1.501 -1.451 -0.856
H -2.708 -1.132 -0.635
```

---

Record 14
Molecular formula: C3H5Cl2PS
Method: DFT, the ωB97M-V functional and the def2-TZVPD basis

Output
Total energy in eV: -48360.0881
SMILES: SP(Cl)Cl.C#CC
HOMO level in eV: -9.48
Molar mass in g/mol: 175.0
HOMO-LUMO gap in Eh: 0.36502
ΔE to the lowest compared entry with this formula, charge and spin in kcal per mole: 16.7

The geometry in XYZ format:
```
12
C3H5Cl2PS, DFT the ωB97M-V functional and the def2-TZVPD basis
H -2.055 0.780 -1.025
C -1.540 -1.021 -0.023
Cl 3.682 -0.004 1.528
H -0.957 -3.124 -0.083
S 2.594 1.921 -0.609
H 1.263 2.207 -1.029
H -2.638 0.653 0.734
C -1.289 -2.197 -0.059
H -0.892 0.932 0.410
C -1.836 0.406 0.010
P 1.971 0.528 0.740
Cl 1.697 -1.081 -0.595
```

---

Record 15
Molecular formula: C3H5ClF2
Method: DFT, the ωB97M-V functional and the def2-TZVPD basis

Output
Total energy in eV: -21149.0477
SMILES: CCC(F)(F)Cl
HOMO level in eV: -11.46
Molar mass in g/mol: 114.5
HOMO-LUMO gap in Eh: 0.45340
ΔE to the lowest compared entry with this formula, charge and spin in kcal per mole: 9.8

The geometry in XYZ format:
```
11
C3H5ClF2, DFT the ωB97M-V functional and the def2-TZVPD basis
F -1.265 -0.507 1.440
C 1.217 0.435 0.155
C -1.228 -0.227 0.167
C 0.192 -0.474 -0.363
F -2.063 -1.032 -0.574
H 2.250 0.079 -0.272
H 0.050 -0.432 -1.440
H 1.020 1.470 -0.196
Cl -1.553 1.542 0.003
H 1.100 0.559 1.240
H 0.281 -1.412 -0.159
```

---

Record 16
Molecular formula: C3H5ClFN3
Method: DFT, the ωB97M-V functional and the def2-TZVPD basis

Output
Total energy in eV: -22897.1660
HOMO level (alpha / beta) in eV: -7.73 / -7.74
Molar mass in g/mol: 137.5
HOMO-LUMO gap (alpha / beta) in Eh: 0.28193 / 0.28230
ΔE to the lowest compared entry with this formula, charge and spin in kcal per mole: 69.9

The geometry in XYZ format:
```
13
C3H5ClFN3, DFT the ωB97M-V functional and the def2-TZVPD basis
N 2.680 -0.715 -0.839
H -1.671 0.069 -0.563
C 3.340 -0.411 0.203
N 0.477 -0.046 -0.288
C 0.614 1.113 0.296
H -1.112 -1.388 0.370
H -0.638 -1.305 -1.387
F 1.607 2.019 0.183
C -0.844 -0.651 -0.448
Cl 5.080 -0.168 0.036
H -0.280 1.780 0.625
H 3.085 -0.001 1.213
N 1.391 -0.795 -0.948
```

---

Record 17
Molecular formula: C3H5ClFNO2
Method: DFT, the ωB97M-V functional and the def2-TZVPD basis

Output
Total energy in eV: -24017.5605
SMILES: N[C@@H](C(=O)O)[C@H](F)Cl
HOMO level in eV: -10.30
Molar mass in g/mol: 141.5
HOMO-LUMO gap in Eh: 0.39822
ΔE to the lowest compared entry with this formula, charge and spin in kcal per mole: 0.0

The geometry in XYZ format:
```
13
C3H5ClFNO2, DFT the ωB97M-V functional and the def2-TZVPD basis
C -0.176 1.365 0.251
Cl -1.726 1.608 -0.591
H 1.244 -0.047 0.853
H 0.600 2.029 -0.136
C 0.839 -0.394 -1.173
C 0.326 -0.082 0.252
N -0.628 -1.038 0.747
O 1.646 0.332 -1.681
O 0.377 -1.543 -1.652
H -0.222 -1.929 -0.958
F -0.262 1.742 1.586
H -0.414 -1.300 1.690
H -1.606 -0.743 0.812
```

---

Record 18
Molecular formula: C3H5ClN2
Method: DFT, the ωB97M-V functional and the def2-TZVPD basis

Output
Total energy in eV: -18692.0552
SMILES: CN(Cl)CC#N
HOMO level in eV: -9.38
Molar mass in g/mol: 104.5
HOMO-LUMO gap in Eh: 0.37029
ΔE to the lowest compared entry with this formula, charge and spin in kcal per mole: 47.4

The geometry in XYZ format:
```
11
C3H5ClN2, DFT the ωB97M-V functional and the def2-TZVPD basis
C -0.807 1.333 -0.257
C 0.727 -0.700 -0.363
H 1.256 0.135 -0.787
N -0.723 -0.201 -0.153
N 1.690 -1.928 1.594
H 0.770 -1.492 -1.080
H -0.492 1.920 0.649
H -0.278 1.599 -1.234
H -1.897 1.569 -0.322
C 1.273 -1.393 0.721
Cl -1.520 -0.841 1.231
```

---

Record 19
Molecular formula: C3H5ClN2O
Method: DFT, the ωB97M-V functional and the def2-TZVPD basis

Output
Total energy in eV: -20739.4327
HOMO level in eV: -8.62
Molar mass in g/mol: 120.5
HOMO-LUMO gap in Eh: 0.32998
ΔE to the lowest compared entry with this formula, charge and spin in kcal per mole: 73.5

The geometry in XYZ format:
```
12
C3H5ClN2O, DFT the ωB97M-V functional and the def2-TZVPD basis
C -0.567 -2.143 -0.732
H 0.396 -1.998 1.120
H 0.218 0.221 1.223
C 0.309 -0.130 0.222
N 0.139 -1.540 0.198
N -1.416 -0.505 -1.493
O -0.853 -3.190 -1.176
H 1.223 0.161 -0.197
H -0.670 1.339 -1.265
H -1.647 0.947 -0.068
Cl -0.673 -0.490 -3.045
C -0.775 0.499 -0.614
```

---

Record 20
Molecular formula: C3H5ClN2O2
Method: DFT, the ωB97M-V functional and the def2-TZVPD basis

Output
Total energy in eV: -22783.4233
HOMO level (alpha / beta) in eV: -9.02 / -9.51
Molar mass in g/mol: 136.5
HOMO-LUMO gap (alpha / beta) in Eh: 0.28913 / 0.29417
ΔE to the lowest compared entry with this formula, charge and spin in kcal per mole: 166.2

The geometry in XYZ format:
```
13
C3H5ClN2O2, DFT the ωB97M-V functional and the def2-TZVPD basis
H -0.149 -1.525 -2.446
N -1.005 0.317 3.097
H 1.718 -0.520 0.218
O -0.695 -0.382 4.013
H 0.999 -0.255 -2.813
C 0.085 0.206 -1.007
H 1.362 -1.467 -1.605
H -1.395 1.435 -0.665
C 0.916 0.209 0.113
C 0.593 -0.879 -1.974
Cl 0.515 1.053 1.532
O -1.866 1.077 2.849
N -1.078 0.731 -1.312
```